Entry 1:
DFT (ωB97M-V/def2-TZVPD) results for a cluster of 4 separate species, H8S4 in total.

2S+1: 2
E_HOMO (spin up / spin down): -11.539 / -11.539 eV
energy relative to the best compared isomer or geometry (same formula, charge and spin): 4.00 kJ/mol
orbital gap (spin up / spin down): 0.310 / 0.063 Ha
total charge: +1

Each line ends with the Mulliken charge.
Positions of all 12 atoms, in Å:
S: 1.997 -3.460 -1.940  -0.22
H: 1.346 -4.579 -2.390  0.21
H: 2.431 -3.354 -3.196  0.20
H: 3.381 0.021 1.706  0.26
S: 2.868 0.601 0.593  -0.04
H: 1.634 0.264 0.782  0.25
S: -5.113 -1.455 2.017  -0.27
H: -4.395 -0.344 1.770  0.13
H: -6.217 -0.817 1.726  0.15
S: 1.226 4.197 -0.529  -0.14
H: 0.840 5.089 0.392  0.24
H: 0.001 3.837 -0.930  0.24


Entry 2:
DFT (ωB97M-V/def2-TZVPD) results for an isolated molecule of C14H15P.

SMILES: C=Cc1c(C)c(C)cp1-c1ccccc1
E_HOMO: -8.093 eV
energy relative to the best compared isomer or geometry (same formula, charge and spin): 92.19 kJ/mol
orbital gap: 0.330 Ha

Each line ends with the Mulliken charge.
Positions of all 30 atoms, in Å:
C: 0.703 -3.526 -0.555  -0.80
C: 0.670 -2.552 0.352  -0.19
C: 0.879 -0.920 -0.356  -0.36
C: 1.859 -0.016 -0.016  0.81
C: 2.972 -0.348 0.920  -1.49
C: 1.738 1.226 -0.763  1.11
C: 2.781 2.245 -0.547  -1.22
C: 0.587 1.359 -1.413  -0.71
P: -0.257 -0.211 -1.543  -0.42
C: -1.718 0.138 -0.513  0.57
C: -2.970 0.052 -1.130  -0.48
C: -4.038 0.392 -0.340  -0.40
C: -3.942 0.600 0.998  -0.19
C: -2.792 0.500 1.691  -0.81
C: -1.634 0.336 0.895  0.00
H: 0.496 -4.485 -0.284  0.38
H: 1.029 -3.324 -1.614  0.24
H: 0.467 -2.551 1.480  0.34
H: 3.881 -0.351 0.312  0.32
H: 2.823 -1.268 1.501  0.38
H: 3.110 0.557 1.568  0.30
H: 2.631 3.111 -1.288  0.35
H: 3.797 1.662 -0.742  0.24
H: 2.808 2.460 0.509  0.31
H: 0.323 2.436 -1.793  0.21
H: -2.902 -0.007 -2.233  0.29
H: -5.099 0.490 -0.715  0.25
H: -4.873 0.902 1.530  0.29
H: -2.705 0.598 2.740  0.42
H: -0.621 0.494 1.348  0.25


Entry 3:
DFT (ωB97M-V/def2-TZVPD) results for a cluster of 5 separate species, C39H77N5O11P3 in total.

E_HOMO: -9.336 eV
orbital gap: 0.260 Ha
total charge: +1

Each line ends with the Mulliken charge.
Positions of all 135 atoms, in Å:
C: 1.432 -4.282 1.077  -0.68
C: 2.197 -3.062 1.879  -0.22
O: 1.709 -1.775 1.363  -0.04
C: 2.467 -1.326 0.194  -0.55
N: 2.140 0.109 -0.279  0.08
P: 3.138 1.157 0.746  0.46
C: 3.694 0.453 2.397  -0.36
C: 2.526 2.898 1.052  -0.79
C: 0.685 0.504 0.060  -1.11
C: -0.464 -0.352 -0.720  0.53
C: -1.674 0.718 -1.163  -1.17
C: -2.851 0.038 -2.071  0.41
C: -4.070 1.180 -2.159  -0.52
C: -5.133 0.960 -0.886  -0.77
N: -6.460 0.565 -1.569  0.51
C: -6.530 -0.840 -2.128  -0.16
C: -8.041 -0.833 -2.800  -0.36
C: -8.706 0.674 -2.527  -0.65
C: -7.595 1.556 -1.706  -0.33
P: -1.423 -1.612 0.418  -0.04
O: -2.655 -0.801 1.345  -0.36
O: -2.058 -2.939 -0.521  -0.57
O: 0.126 -1.061 -1.845  0.13
C: 1.093 -0.247 -2.614  -0.31
P: 1.330 -1.255 -4.201  0.32
N: 2.239 -0.648 -5.367  -0.70
O: -0.297 -1.429 -4.899  -0.53
O: 1.805 -2.923 -3.813  -0.57
C: 2.421 0.261 -1.800  0.96
C: 2.613 1.858 -2.177  -0.66
C: 2.586 2.259 -3.759  -0.22
C: 4.097 2.290 -4.479  0.14
N: 5.011 3.426 -4.007  -0.47
O: 4.510 1.414 -5.397  -0.51
C: 3.738 -0.527 -2.326  -0.60
C: 5.162 -0.331 -1.575  0.22
C: 6.065 1.058 -1.466  -0.64
N: 5.807 -1.433 -0.997  -0.83
H: 1.938 -4.389 0.025  0.20
H: 0.276 -4.067 0.899  0.10
H: 1.479 -5.298 1.683  0.39
H: 3.362 -3.160 1.920  0.14
H: 1.817 -3.135 3.008  0.30
H: 2.197 -2.113 -0.664  0.40
H: 3.600 -1.490 0.422  0.23
H: 4.211 1.316 3.019  0.39
H: 2.774 0.015 2.993  0.27
H: 4.489 -0.398 2.251  -0.11
H: 2.096 2.957 2.164  0.14
H: 1.689 3.328 0.362  0.33
H: 3.437 3.650 1.036  0.43
H: 0.457 1.637 -0.242  0.38
H: 0.493 0.502 1.239  0.56
H: -1.181 1.601 -1.794  0.45
H: -2.120 1.239 -0.196  0.29
H: -2.519 -0.165 -3.195  -0.09
H: -3.347 -0.922 -1.622  -0.12
H: -3.603 2.273 -2.058  0.28
H: -4.609 1.073 -3.193  0.36
H: -5.254 1.947 -0.233  0.22
H: -4.756 0.131 -0.142  0.26
H: -5.722 -1.706 -2.112  0.14
H: -8.510 -1.740 -3.383  0.30
H: -9.748 1.083 -2.876  0.29
H: -7.586 2.659 -1.312  0.36
H: -2.420 -0.963 2.306  0.31
H: -2.026 -2.736 -1.510  0.37
H: 0.463 0.720 -2.928  0.37
H: 2.982 -1.350 -5.583  0.23
H: -0.550 -0.593 -5.393  0.35
H: 1.098 -3.564 -4.122  0.33
H: 3.643 2.320 -1.790  0.02
H: 1.789 2.559 -1.669  0.28
H: 2.275 3.416 -3.778  0.47
H: 1.773 1.739 -4.415  0.21
H: 6.005 3.108 -3.974  0.27
H: 4.978 4.157 -4.751  0.31
H: 3.535 -1.704 -2.335  0.56
H: 3.972 -0.280 -3.471  0.16
H: 7.105 0.862 -0.948  0.37
H: 5.508 1.848 -0.765  0.15
H: 6.227 1.466 -2.551  0.08
H: 5.232 -2.295 -1.109  0.25
C: 8.083 -2.059 3.357  -0.63
C: 8.186 -1.271 4.637  -0.57
C: 7.106 -0.227 4.454  -0.53
O: 6.084 -0.824 3.643  -0.35
C: 6.593 -2.049 3.098  -0.13
H: 8.497 -3.068 3.428  0.37
H: 8.606 -1.529 2.552  0.27
H: 7.943 -1.915 5.490  0.25
H: 9.174 -0.836 4.808  0.34
H: 7.486 0.650 3.921  0.30
H: 6.676 0.102 5.405  0.28
H: 6.095 -2.877 3.615  0.21
H: 6.351 -2.107 2.033  0.11
C: -5.019 -3.882 -4.790  -0.37
C: -4.714 -4.434 -3.421  -0.08
C: -6.018 -5.109 -3.054  -0.44
O: -6.615 -5.554 -4.280  -0.40
C: -5.906 -4.959 -5.375  -0.52
H: -4.129 -3.688 -5.394  0.34
H: -5.581 -2.945 -4.695  0.18
H: -3.914 -5.180 -3.492  0.35
H: -4.409 -3.673 -2.698  -0.11
H: -6.711 -4.405 -2.581  0.23
H: -5.874 -5.961 -2.384  0.29
H: -5.312 -5.744 -5.855  0.27
H: -6.618 -4.565 -6.105  0.30
C: -7.097 2.419 4.076  -0.54
C: -7.488 1.107 3.447  -0.58
C: -7.310 1.397 1.972  -0.25
O: -6.258 2.366 1.863  -0.31
C: -5.977 2.884 3.171  -0.48
H: -6.791 2.332 5.122  0.34
H: -7.937 3.122 4.022  0.26
H: -6.788 0.323 3.760  0.25
H: -8.500 0.783 3.699  0.36
H: -8.216 1.837 1.542  0.26
H: -7.049 0.504 1.398  0.14
H: -5.013 2.475 3.492  0.24
H: -5.897 3.973 3.127  0.27
C: 1.887 3.479 6.513  -0.58
C: 1.791 4.890 5.993  -0.61
C: 2.612 4.816 4.723  -0.47
O: 2.482 3.479 4.222  -0.28
C: 1.871 2.669 5.235  -0.34
H: 1.081 3.208 7.199  0.35
H: 2.842 3.339 7.032  0.27
H: 0.748 5.126 5.750  0.26
H: 2.158 5.644 6.694  0.35
H: 3.673 4.996 4.925  0.30
H: 2.275 5.528 3.964  0.27
H: 0.846 2.452 4.916  0.25
H: 2.414 1.724 5.330  0.23


Entry 4:
DFT (ωB97M-V/def2-TZVPD) results for a structure of composition C8H18I2NOP2PbSe.

E_HOMO (spin up / spin down): -18.391 / -18.016 eV
energy relative to the best compared isomer or geometry (same formula, charge and spin): 0.00 kJ/mol
orbital gap (spin up / spin down): 0.184 / 0.214 Ha
total charge: +3

Each line ends with the Mulliken charge.
Positions of all 34 atoms, in Å:
I: -2.868 -0.275 -3.396  0.16
I: -0.925 -2.337 -2.941  0.10
Pb: -0.582 -0.050 -0.800  1.17
P: 1.913 0.805 -1.606  0.57
C: 3.368 -0.357 -1.651  -1.07
C: 1.344 1.029 -3.323  -1.04
H: 2.065 1.419 -4.047  0.41
H: 3.342 2.915 -1.597  0.43
H: 0.493 1.724 -3.327  0.39
H: 1.725 3.130 -0.958  0.37
H: 3.051 -1.357 -2.000  0.34
H: 0.997 0.070 -3.728  0.30
C: 2.553 2.414 -1.024  -1.05
H: 4.248 -0.091 -2.272  0.41
H: 2.963 2.289 -0.017  0.31
H: 3.754 -0.487 -0.621  0.37
P: -2.134 -0.564 1.426  0.58
C: -1.980 -2.165 2.366  -1.09
C: -2.385 0.745 2.677  -1.05
H: -3.773 0.285 -0.127  0.35
H: -4.595 -0.827 0.948  0.41
H: -3.569 -1.471 -0.309  0.32
C: -3.651 -0.659 0.423  -1.05
H: -2.454 1.716 2.175  0.37
H: -3.253 0.686 3.343  0.43
H: -2.811 -2.480 3.030  0.41
H: -1.080 -2.121 3.010  0.37
H: -1.515 0.779 3.341  0.31
H: -1.826 -3.007 1.667  0.36
C: 0.832 -2.020 0.196  0.14
O: 1.512 -2.682 0.798  -0.04
Se: 2.702 1.176 4.150  0.33
C: 1.648 1.000 2.658  0.18
N: 0.980 0.805 1.673  -0.48


Entry 5:
DFT (ωB97M-V/def2-TZVPD) results for a cluster of 2 separate species, C16H11F3NO8S4 in total.

E_HOMO: -4.533 eV
orbital gap: 0.131 Ha
total charge: -1

Each line ends with the Mulliken charge.
Positions of all 43 atoms, in Å:
F: 2.520 -3.064 1.706  -0.19
C: 1.385 -2.343 1.585  0.72
F: 0.342 -3.156 1.266  -0.16
F: 1.094 -1.687 2.720  -0.16
S: 1.610 -1.233 0.092  0.12
N: -2.706 -1.171 -0.344  -0.53
C: -2.874 -2.538 -0.357  0.31
O: -2.216 -3.462 -0.842  -0.72
C: -4.154 -2.780 0.374  0.20
C: -4.499 -1.699 1.146  0.31
C: -5.714 -1.636 1.795  -0.69
C: -6.609 -2.694 1.590  -0.33
C: -6.290 -3.788 0.773  -0.54
C: -5.022 -3.848 0.213  -0.36
S: -3.256 -0.424 1.034  1.15
O: -2.372 -0.487 2.186  -0.66
O: -3.820 0.861 0.688  -0.65
H: -5.983 -0.759 2.373  0.40
H: -7.593 -2.651 2.037  0.35
H: -7.010 -4.589 0.600  0.35
H: -4.692 -4.695 -0.371  0.45
C: 4.410 1.229 1.507  -0.67
O: 3.212 0.357 1.401  -0.30
C: 2.843 -0.167 0.221  0.44
S: 0.564 2.306 0.000  0.78
O: -0.565 2.807 -0.805  -0.61
O: 0.815 3.001 1.274  -0.66
C: 2.148 2.619 -1.125  0.17
C: 3.098 1.785 -1.749  0.79
C: 3.870 2.302 -2.796  -0.84
C: 3.650 3.621 -3.196  -0.57
C: 2.825 4.484 -2.466  -0.55
C: 2.104 3.978 -1.384  -0.74
S: 3.650 0.058 -1.410  1.22
O: 5.091 0.125 -1.180  -0.62
O: 3.095 -0.864 -2.384  -0.56
H: 4.159 2.188 1.058  0.28
H: 4.588 1.375 2.583  0.28
H: 5.269 0.782 0.972  0.37
H: 4.632 1.665 -3.267  0.36
H: 4.196 3.982 -4.060  0.35
H: 2.732 5.556 -2.672  0.35
H: 1.475 4.656 -0.786  0.35


no.,F_max (eV/Å),E_tot (Ha)
1,1.8,-1597.135130
2,4.5,-883.692515
3,8.2,-3656.801536
4,4.2,-4316.878534
5,4.2,-3165.158719